# C4H6N4

A single C4H6N4 molecule at a distorted geometry (wB97M-V/def2-TZVPD, the Open Molecules 2025 dataset).

SMILES: CN1Cc2[nH]nnc21
E_LUMO in hartree: 0.0238
E_HOMO in eV: -9.28
Orbital gap in eV: 9.9
Strongest force on any atom in eV/Å: 4.0
Total charge: 0
Energy above the lowest of the compared OMol25 structures with the same formula, charge and spin in kJ/mol: 559.6

Geometry (Å):
C1 -0.669 1.758 -0.652
C2 -0.955 -0.654 -0.700
C3 0.007 -1.017 0.554
C4 0.880 -0.011 0.048
H1 -0.103 2.717 -0.452
H2 -1.275 2.476 -1.435
H3 -1.133 1.445 0.379
H4 -0.839 -1.427 -1.471
H5 -1.996 -0.384 -0.411
H6 0.830 -2.345 2.146
N1 0.015 0.476 -1.098
N2 0.920 -1.757 1.265
N3 2.184 -1.186 1.285
N4 2.133 -0.093 0.543